(1)
Entry from OMol25: a 10-piece molecular cluster, C68H105N9O8 overall in a non-equilibrium geometry (the ωB97M-V functional and the def2-TZVPD basis).

The HOMO energy is -15.148 eV. As for the total charge: +6. Its calculated total energy is -101939.4648 eV. For the max |F|, the calculation gives 0.0993 hartree/bohr.

Element x y z (Å)
1 C -3.629 -7.154 4.550
2 C -4.588 -6.387 3.633
3 C -3.813 -5.237 3.042
4 N -4.668 -4.095 2.404
5 C -3.846 -3.476 1.356
6 C -5.105 -3.104 3.445
7 C -6.595 -3.315 3.698
8 C -7.079 -3.691 2.280
9 C -5.957 -4.605 1.779
10 H -2.608 -7.211 4.106
11 H -3.871 -8.191 4.639
12 H -3.539 -6.701 5.547
13 H -5.499 -6.127 4.188
14 H -4.945 -7.057 2.846
15 H -3.127 -5.596 2.285
16 H -3.161 -4.755 3.753
17 H -4.440 -2.726 0.841
18 H -3.453 -4.236 0.679
19 H -3.014 -3.015 1.899
20 H -4.787 -2.124 3.064
21 H -4.457 -3.237 4.284
22 H -7.025 -2.385 4.079
23 H -6.895 -4.072 4.409
24 H -7.099 -2.797 1.645
25 H -8.053 -4.209 2.202
26 H -5.927 -4.637 0.644
27 H -6.150 -5.644 2.102
28 C -0.890 2.342 6.960
29 N -0.173 2.796 5.761
30 C 0.544 3.902 5.841
31 C 1.217 4.384 4.741
32 C 1.177 3.716 3.506
33 C 0.489 2.418 3.550
34 C -0.238 2.076 4.652
35 C 1.794 4.187 2.274
36 C 1.533 3.508 1.127
37 C 2.065 3.880 -0.098
38 N 2.857 4.917 -0.221
39 C 3.089 5.701 0.888
40 C 2.532 5.396 2.101
41 C 3.496 5.208 -1.575
42 H -0.686 1.296 7.220
43 H -1.949 2.404 6.861
44 H -0.651 2.974 7.828
45 H 0.585 4.329 6.838
46 H 1.638 5.366 4.739
47 H 0.514 1.698 2.732
48 H -0.840 1.166 4.740
49 H 0.923 2.593 1.173
50 H 1.937 3.284 -0.989
51 H 3.665 6.588 0.683
52 H 2.682 6.101 2.910
53 H 2.974 6.048 -1.982
54 H 3.376 4.301 -2.095
55 H 4.540 5.376 -1.385
56 C 6.508 2.020 -5.439
57 N 5.074 2.244 -5.185
58 C 4.390 2.914 -6.141
59 C 3.061 2.957 -6.014
60 C 2.370 2.517 -4.904
61 C 3.069 1.907 -3.876
62 C 4.429 1.771 -4.105
63 C 0.908 2.691 -4.882
64 C 0.337 3.759 -5.575
65 C -1.028 3.763 -5.702
66 N -1.799 2.933 -5.042
67 C -1.280 1.882 -4.363
68 C 0.087 1.773 -4.259
69 C -3.257 3.028 -5.125
70 H 6.891 2.996 -5.723
71 H 6.493 1.402 -6.305
72 H 7.034 1.628 -4.593
73 H 4.951 3.411 -6.920
74 H 2.401 3.283 -6.763
75 H 2.521 1.565 -2.983
76 H 5.053 1.194 -3.389
77 H 0.955 4.521 -6.032
78 H -1.508 4.541 -6.315
79 H -2.038 1.195 -3.933
80 H 0.401 0.908 -3.643
81 H -3.742 3.818 -4.567
82 H -3.751 2.121 -4.797
83 H -3.510 3.181 -6.167
84 C 1.356 -2.951 2.516
85 N 2.270 -2.012 3.058
86 C 2.692 -1.047 2.201
87 C 3.484 -0.027 2.626
88 C 3.814 0.065 3.983
89 C 3.336 -0.900 4.836
90 C 2.640 -2.003 4.327
91 C 4.677 1.147 4.540
92 C 5.896 1.464 3.931
93 C 6.800 2.273 4.575
94 N 6.516 2.820 5.758
95 C 5.280 2.718 6.310
96 C 4.381 1.895 5.716
97 C 7.618 3.374 6.552
98 H 1.300 -2.866 1.449
99 H 0.350 -2.778 2.926
100 H 1.700 -3.968 2.659
101 H 2.421 -1.174 1.146
102 H 3.723 0.735 1.908
103 H 3.604 -0.871 5.909
104 H 2.265 -2.767 4.962
105 H 6.181 1.163 2.943
106 H 7.814 2.530 4.234
107 H 5.058 3.318 7.185
108 H 3.383 1.660 6.157
109 H 7.663 4.434 6.395
110 H 8.565 2.930 6.261
111 H 7.392 3.201 7.623
112 C -5.173 1.038 -1.260
113 C -5.156 2.059 -0.074
114 C -4.854 1.351 1.212
115 C -4.522 2.182 2.391
116 C -3.310 3.112 2.099
117 C -3.436 3.898 0.804
118 N -3.861 2.970 -0.276
119 O -3.329 2.956 -1.387
120 C -2.111 4.594 0.324
121 C -4.559 5.014 0.826
122 C -6.438 2.860 -0.162
123 H -5.186 1.553 -2.198
124 H -6.190 0.630 -1.211
125 H -4.474 0.252 -1.055
126 H -4.000 0.681 1.057
127 H -5.738 0.722 1.405
128 H -4.225 1.513 3.203
129 H -5.379 2.760 2.724
130 H -2.442 2.428 2.034
131 H -3.130 3.812 2.903
132 H -2.335 5.298 -0.445
133 H -1.436 3.840 -0.064
134 H -1.651 5.019 1.205
135 H -4.034 5.893 1.205
136 H -5.365 4.714 1.482
137 H -4.948 5.225 -0.137
138 H -6.611 3.504 0.696
139 H -7.221 2.146 -0.051
140 H -6.600 3.329 -1.123
141 C 1.257 -2.453 -5.261
142 C 2.655 -3.153 -5.111
143 C 3.825 -2.191 -5.000
144 C 5.142 -2.783 -4.422
145 C 4.821 -3.306 -2.937
146 C 3.780 -4.525 -2.976
147 N 2.624 -3.923 -3.749
148 O 1.458 -4.427 -3.499
149 C 3.356 -4.817 -1.567
150 C 4.186 -5.764 -3.798
151 C 2.852 -4.147 -6.245
152 H 1.385 -1.522 -5.819
153 H 0.981 -2.092 -4.274
154 H 0.537 -3.049 -5.786
155 H 3.471 -1.406 -4.285
156 H 3.850 -1.810 -6.039
157 H 5.851 -1.986 -4.275
158 H 5.613 -3.575 -4.997
159 H 4.386 -2.476 -2.353
160 H 5.762 -3.625 -2.424
161 H 2.611 -5.595 -1.483
162 H 3.045 -3.966 -0.981
163 H 4.294 -5.279 -1.079
164 H 4.715 -5.497 -4.712
165 H 3.322 -6.391 -3.915
166 H 4.860 -6.380 -3.192
167 H 2.048 -4.885 -6.322
168 H 3.877 -4.519 -6.347
169 H 2.801 -3.503 -7.120
170 C -4.421 -0.887 -3.780
171 C -3.308 -0.871 -2.753
172 O -2.560 0.255 -2.758
173 O -3.224 -1.782 -1.913
174 H -4.139 -0.260 -4.599
175 H -5.249 -0.382 -3.319
176 H -4.717 -1.882 -4.122
177 C -0.129 -0.460 -1.112
178 C 0.729 0.334 -0.183
179 O 1.506 1.218 -0.652
180 O 0.521 0.190 1.038
181 H -1.051 0.097 -1.342
182 H -0.413 -1.293 -0.517
183 H 0.442 -0.707 -2.030
184 C -0.720 -3.927 -1.165
185 C -4.803 -6.835 -0.544
186 O -5.860 -6.861 -1.133
187 O -3.923 -6.826 0.232
188 H -0.860 -4.227 -0.117
189 H -1.166 -3.015 -1.595
190 H -0.379 -4.643 -1.914

***

(2)
Entry from OMol25: an isolated molecule of C2H6S in a non-equilibrium geometry (the ωB97M-V functional and the def2-TZVPD basis).

The HOMO energy is -8.718 eV. Its SMILES is CSC. Its calculated total energy is -13004.6792 eV. For the max |F|, the calculation gives 0.1039 hartree/bohr.

Element x y z (Å)
1 C 1.323 -0.094 -0.397
2 S 0.006 -1.447 0.647
3 C -1.323 0.209 0.319
4 H 0.782 0.110 -1.298
5 H 2.224 -0.663 -0.498
6 H 1.463 0.715 0.330
7 H -2.221 -0.240 0.750
8 H -0.921 1.030 0.922
9 H -1.333 0.380 -0.774

***

(3)
Entry from OMol25: an isolated ion of composition C8H10NO2 and charge +1 in a non-equilibrium geometry (the ωB97M-V functional and the def2-TZVPD basis).

The HOMO energy is -14.496 eV. As for the total charge: +1. Its calculated total energy is -14032.7135 eV. For the max |F|, the calculation gives 0.0935 hartree/bohr.

Element x y z (Å)
1 C -2.122 0.198 -0.888
2 C -1.905 -0.649 1.485
3 C -0.978 -0.383 -1.239
4 C -0.773 -1.302 1.129
5 C 1.325 -0.759 -0.177
6 C -2.105 0.582 0.559
7 C -0.153 -0.666 0.042
8 C 3.290 0.353 -0.677
9 N -0.701 1.208 0.542
10 O 1.789 -1.862 -0.285
11 O 1.913 0.448 -0.301
12 H -2.835 0.481 -1.557
13 H -2.687 -0.682 2.194
14 H -0.629 -0.635 -2.165
15 H -0.232 -2.124 1.481
16 H -2.861 1.324 1.063
17 H 3.859 -0.452 -0.223
18 H 3.646 1.248 -0.408
19 H 3.239 0.267 -1.746
20 H -0.615 1.800 -0.250
21 H -0.468 1.607 1.422

***

(4)
Entry from OMol25: a 5-piece molecular cluster, C3H13NO4 overall in a non-equilibrium geometry (the ωB97M-V functional and the def2-TZVPD basis).

The HOMO energy is -9.365 eV. Its SMILES is C=CN=C.O.O.O.O. Its calculated total energy is -13000.7348 eV. For the max |F|, the calculation gives 0.0294 hartree/bohr.

Element x y z (Å)
1 C -0.463 0.177 -1.237
2 C -1.493 0.863 -1.702
3 C -0.134 -1.869 -2.195
4 N -0.255 -1.204 -1.116
5 H 0.355 0.729 -0.801
6 H -2.276 0.451 -2.329
7 H -1.551 1.941 -1.683
8 H -0.146 -2.953 -2.118
9 H -0.147 -1.355 -3.151
10 H -1.447 0.886 1.431
11 H -2.539 1.003 2.507
12 O -2.013 0.368 2.019
13 H -0.817 -1.022 2.366
14 H -0.032 -1.873 1.300
15 O 0.074 -1.324 2.083
16 H 2.115 1.214 -0.153
17 H 3.161 2.203 -0.515
18 O 2.947 1.281 -0.680
19 H 1.181 1.517 2.110
20 H 0.763 0.102 1.695
21 O 0.959 1.005 1.305

***

(5)
Entry from OMol25: C14H31CuN4O8 as an isolated structure in a non-equilibrium geometry (the ωB97M-V functional and the def2-TZVPD basis).

The HOMO energy (alpha / beta) is -2.331 / -2.322 eV. As for the total charge: -1. Its calculated total energy is -82001.2078 eV. Its spin multiplicity is 2. For the max |F|, the calculation gives 0.0716 hartree/bohr.

Element x y z (Å)
1 Cu -0.013 -0.650 0.335
2 C 3.322 0.495 2.471
3 C 2.073 -0.237 2.973
4 C 1.126 0.674 3.761
5 O 1.389 -0.946 1.988
6 H 3.930 0.723 3.350
7 H 3.112 1.479 2.043
8 H 3.798 -0.101 1.694
9 H 2.370 -0.880 3.816
10 H 0.773 1.476 3.111
11 H 1.739 1.068 4.579
12 H 0.339 0.095 4.242
13 C 0.008 -3.617 -1.036
14 O -0.065 -2.709 -0.172
15 O -0.115 -3.531 -2.306
16 O 0.710 -4.709 -0.904
17 C -2.269 2.981 1.622
18 C -0.912 2.485 1.192
19 O -0.729 1.304 0.881
20 N 0.034 3.390 1.003
21 C 1.402 3.183 0.561
22 H -2.309 4.044 1.850
23 H -2.596 2.420 2.497
24 H -2.943 2.683 0.818
25 H -0.141 4.368 1.184
26 H 1.663 2.144 0.349
27 H 2.085 3.493 1.351
28 H 1.519 3.598 -0.441
29 C -2.323 1.594 -2.629
30 C -1.851 0.147 -2.490
31 O -1.277 -0.222 -1.474
32 N -1.966 -0.673 -3.549
33 C -2.179 -0.400 -4.933
34 H -1.404 2.118 -2.898
35 H -2.572 1.755 -1.579
36 H -3.186 1.804 -3.253
37 H -1.515 -1.520 -3.205
38 H -3.218 -0.539 -5.242
39 H -1.637 -1.138 -5.529
40 H -1.813 0.538 -5.351
41 O -1.878 -0.902 1.904
42 C -1.937 -2.073 2.265
43 N -0.993 -2.658 2.999
44 C -3.100 -2.979 1.867
45 H -1.036 -3.620 3.273
46 H -0.148 -2.093 3.068
47 H -3.545 -2.516 0.984
48 H -3.904 -3.073 2.594
49 H -2.722 -3.925 1.479
50 O 1.388 -0.047 -1.190
51 C 2.202 -0.368 -2.044
52 N 1.924 -1.376 -2.894
53 C 3.622 0.142 -2.120
54 H 1.034 -1.836 -2.748
55 H 2.618 -1.644 -3.568
56 H 4.357 -0.554 -1.711
57 H 3.943 1.070 -1.649
58 H 3.819 0.262 -3.189

***

(6)
Entry from OMol25: C36H40N7O4PRuSTe2 as an isolated structure (the ωB97M-V functional and the def2-TZVPD basis).

The HOMO energy (alpha / beta) is -10.679 / -10.666 eV. As for the total charge: +1. Its calculated total energy is -93888.4624 eV. Its spin multiplicity is 2. For the max |F|, the calculation gives 0.0025 hartree/bohr.

Element x y z (Å)
1 Ru 0.525 0.417 0.975
2 N 2.787 -1.225 4.333
3 C 2.363 -0.566 3.243
4 S 0.629 -0.172 3.177
5 N 3.192 -0.198 2.324
6 N 2.542 0.614 1.416
7 C 3.122 1.718 1.141
8 C 2.277 2.765 0.590
9 C 2.762 3.993 0.181
10 C 1.864 4.981 -0.191
11 C 0.510 4.701 -0.146
12 C 0.098 3.440 0.248
13 N 0.950 2.491 0.634
14 H 2.117 -1.664 4.940
15 H 3.743 -1.540 4.360
16 H 4.131 1.910 1.487
17 H 3.830 4.165 0.167
18 H 2.219 5.953 -0.507
19 H -0.235 5.436 -0.418
20 H -0.947 3.177 0.238
21 C -3.291 1.115 -0.234
22 Te -2.138 0.440 1.417
23 C -2.410 2.434 2.178
24 C -3.055 3.242 1.078
25 C -3.220 4.621 1.201
26 C -3.757 5.362 0.162
27 C -4.139 4.728 -1.016
28 C -3.988 3.358 -1.141
29 C -3.445 2.606 -0.100
30 H -4.243 0.589 -0.170
31 H -2.798 0.816 -1.154
32 H -1.457 2.860 2.496
33 H -3.052 2.363 3.055
34 H -2.922 5.113 2.120
35 H -3.884 6.431 0.270
36 H -4.564 5.302 -1.828
37 H -4.302 2.860 -2.051
38 O -2.089 -1.719 -0.198
39 N -2.516 -2.928 -0.386
40 C -3.704 -3.209 0.062
41 C -4.177 -4.553 -0.076
42 N -4.557 -5.634 -0.165
43 C -4.516 -2.215 0.704
44 N -5.123 -1.374 1.200
45 Te 0.525 -2.212 0.338
46 C -0.519 -3.458 1.678
47 C -0.499 -4.802 1.319
48 C -1.277 -5.712 2.018
49 C -2.084 -5.278 3.060
50 C -2.102 -3.936 3.411
51 C -1.316 -3.021 2.722
52 C 2.448 -2.845 0.970
53 C 3.515 -2.495 0.147
54 C 4.798 -2.914 0.459
55 C 5.017 -3.700 1.583
56 C 3.950 -4.068 2.389
57 C 2.663 -3.640 2.086
58 H 0.101 -5.144 0.483
59 H -1.272 -6.754 1.729
60 H -2.709 -5.985 3.590
61 H -2.737 -3.593 4.217
62 H -1.352 -1.979 2.999
63 H 3.348 -1.883 -0.734
64 H 5.627 -2.638 -0.179
65 H 6.017 -4.038 1.821
66 H 4.115 -4.700 3.253
67 H 1.833 -3.938 2.716
68 C -0.333 2.355 -4.338
69 C -0.671 2.329 -2.866
70 O 0.491 1.963 -2.093
71 P 0.777 0.527 -1.435
72 O 2.348 0.416 -1.605
73 C 3.007 0.612 -2.885
74 C 3.842 1.868 -2.826
75 O 0.291 -0.526 -2.511
76 C -1.032 -0.960 -2.945
77 C -0.938 -2.400 -3.374
78 H -1.199 2.686 -4.913
79 H -0.042 1.366 -4.692
80 H 0.488 3.047 -4.526
81 H -1.495 1.647 -2.652
82 H -0.965 3.317 -2.511
83 H 2.260 0.660 -3.677
84 H 3.618 -0.275 -3.045
85 H 3.207 2.740 -2.668
86 H 4.385 1.997 -3.763
87 H 4.571 1.806 -2.017
88 H -1.316 -0.319 -3.780
89 H -1.730 -0.848 -2.121
90 H -0.193 -2.521 -4.161
91 H -1.905 -2.721 -3.761
92 H -0.687 -3.039 -2.530

***

(7)
Entry from OMol25: a 2-piece molecular cluster, C4H14NO overall in a non-equilibrium geometry (the ωB97M-V functional and the def2-TZVPD basis).

The HOMO energy is -14.615 eV. As for the total charge: +1. Its calculated total energy is -7905.8571 eV. For the max |F|, the calculation gives 0.0698 hartree/bohr.

Element x y z (Å)
1 C 0.202 -1.221 -0.565
2 C -1.044 -0.536 -0.062
3 C -1.052 1.026 -0.350
4 C -0.672 1.363 -1.777
5 N 1.314 -1.315 0.508
6 H -0.009 -2.239 -0.933
7 H 0.651 -0.731 -1.405
8 H -1.963 -0.845 -0.521
9 H -1.208 -0.602 1.013
10 H -2.081 1.397 -0.210
11 H -0.421 1.548 0.383
12 H -0.776 2.389 -2.105
13 H -0.849 0.499 -2.431
14 H 0.439 1.214 -1.807
15 H 1.283 -2.279 0.846
16 H 1.283 -0.593 1.275
17 H 2.196 -1.341 -0.003
18 H 0.653 1.464 2.549
19 H 1.239 0.261 3.210
20 O 0.815 0.539 2.385